[1]
Here is one molecule with the formula CH3IS in a non-equilibrium geometry from OMol25. Energies are from ωB97M-V with the def2-TZVPD basis set.

Each line ends with the Löwdin charge.
Positions of all 6 atoms, in Å:
S1 -0.1926 0.9194 1.2346  0.5833
C1 -0.1146 0.0535 -0.4215  -1.1175
I1 1.7211 -0.8112 -1.0061  0.6930
H1 0.0713 -0.1495 1.9039  -0.1969
H2 -1.0274 -0.7514 -0.5048  0.0614
H3 -0.4579 0.7392 -1.2060  -0.0232

Cartesian forces (eV/Å) of the 3 atoms listed first:
-0.086 0.548 -2.158
-3.389 -1.136 0.209
-0.062 0.016 0.097

Computed properties:
Structure (SMILES) ... SCI
Maximum force ... 3.580 eV/Å
Relative energy (zero: lowest compared OMol25 entry of this formula, charge and spin) ... 8.7 kJ/mol
Gap between HOMO and LUMO ... 0.351 Eh
HOMO level ... -9.4 eV
Charge ... 0

[2]
Here is C45H73BClN8O2P2Pt as an isolated structure in a non-equilibrium geometry from OMol25. Energies are from ωB97M-V with the def2-TZVPD basis set.

Each line ends with the Löwdin charge.
Positions of all 133 atoms, in Å:
Pt1 0.0919 -0.2734 0.0831  0.7493
C1 -4.8196 1.5068 -0.0745  -0.0755
C2 -3.4932 1.0385 0.5312  -0.6559
C3 -2.6942 2.2560 1.0206  -0.0858
C4 -3.8331 0.1831 1.7523  -0.0970
P1 -2.3281 0.1408 -0.6583  1.1016
C5 -2.1067 1.5070 -1.8997  -0.2774
N1 -0.8426 2.1007 -1.6344  -0.0239
B1 0.1759 1.4555 -0.8687  -0.7773
N2 1.3421 2.2384 -1.0857  -0.0288
C6 2.6167 1.7391 -0.6843  -0.2722
P2 2.4187 -0.1164 -0.6403  1.0944
C7 2.5753 -0.6018 -2.4563  -0.6510
C8 1.4743 0.0809 -3.2829  -0.0799
C9 3.9212 -0.2027 -3.0671  -0.0746
C10 2.3766 -2.1143 -2.6051  -0.0897
C11 4.0748 -0.5058 0.2758  -0.6282
C12 4.7451 -1.8389 -0.0968  -0.0881
C13 3.7348 -0.5310 1.7648  -0.1023
C14 5.1490 0.5701 0.0447  -0.0898
C15 1.0524 3.3104 -1.9231  -0.1702
C16 1.8491 4.3217 -2.4193  -0.0092
C17 1.2623 5.2465 -3.2848  -0.0913
C18 -0.0759 5.1516 -3.6384  -0.0925
C19 -0.8844 4.1295 -3.1379  -0.0099
C20 -0.3098 3.2188 -2.2752  -0.1581
C21 -3.2059 -1.1078 -1.7673  -0.6669
C22 -2.1174 -1.6050 -2.7407  -0.0987
C23 -3.7373 -2.3296 -1.0139  -0.0873
C24 -4.3729 -0.5051 -2.5581  -0.0785
H1 -5.2694 2.2286 0.6120  0.0970
H2 -5.5243 0.6837 -0.1869  0.0757
H3 -4.7192 2.0007 -1.0382  0.0725
H4 -3.2285 2.7144 1.8565  0.0902
H5 -2.5775 3.0122 0.2435  0.0902
H6 -1.6972 1.9724 1.3642  0.0563
H7 -4.4570 0.7675 2.4333  0.0929
H8 -2.9363 -0.0856 2.3009  0.0297
H9 -4.3908 -0.7192 1.4945  0.0706
H10 -2.9231 2.2270 -1.8202  0.0878
H11 -2.1463 1.0907 -2.9106  0.0958
H12 2.8962 2.0719 0.3196  0.0927
H13 3.4064 2.0562 -1.3655  0.0929
H14 1.6395 1.1518 -3.4043  0.0905
H15 0.4876 -0.0731 -2.8472  0.0429
H16 1.4811 -0.3718 -4.2780  0.0987
H17 4.1099 0.8686 -2.9979  0.0772
H18 3.8946 -0.4535 -4.1304  0.0959
H19 4.7611 -0.7347 -2.6286  0.0610
H20 1.3775 -2.4053 -2.2731  0.0677
H21 3.1033 -2.6949 -2.0417  0.0623
H22 2.4733 -2.3680 -3.6638  0.0930
H23 4.0857 -2.6903 -0.0295  0.0432
H24 5.5688 -1.9927 0.6055  0.0917
H25 5.1822 -1.8101 -1.0940  0.0680
H26 2.9876 -1.2913 1.9958  0.0721
H27 3.3744 0.4408 2.1003  0.0538
H28 4.6420 -0.7473 2.3340  0.0947
H29 5.4072 0.6969 -1.0044  0.0719
H30 6.0496 0.2308 0.5615  0.0951
H31 4.8950 1.5409 0.4623  0.0740
H32 2.8939 4.4027 -2.1470  0.1105
H33 1.8637 6.0520 -3.6840  0.1024
H34 -0.5013 5.8786 -4.3169  0.1019
H35 -1.9267 4.0580 -3.4225  0.1089
H36 -1.1552 -1.7435 -2.2408  0.0441
H37 -1.9672 -0.9232 -3.5781  0.0817
H38 -2.4261 -2.5677 -3.1542  0.0933
H39 -2.9259 -2.9295 -0.6103  0.0631
H40 -4.2885 -2.9558 -1.7194  0.0938
H41 -4.4255 -2.0640 -0.2095  0.0676
H42 -4.1472 0.4603 -3.0071  0.0744
H43 -5.2638 -0.3951 -1.9441  0.0699
H44 -4.6204 -1.1916 -3.3716  0.0976
C25 -2.0986 2.0850 9.2756  -0.0389
C26 -1.5223 0.8742 8.5267  -0.5162
C27 -2.4359 -0.3273 8.7943  -0.0414
C28 -0.1357 0.5820 9.1247  -0.0433
C29 -1.3921 1.1972 6.9892  -0.4358
O1 -0.4901 2.2696 6.7940  0.0080
C30 -2.7731 1.5077 6.3727  -0.0967
C31 -2.8149 2.1647 4.9838  -0.1263
C32 -2.2692 3.5727 4.9245  -0.2348
C33 -2.7879 4.5679 5.7499  -0.0397
C34 -2.3144 5.8701 5.6935  -0.0954
C35 -1.3132 6.1857 4.7893  -0.6697
Cl1 -0.7189 7.8151 4.7027  0.6716
C36 -0.7869 5.2192 3.9507  -0.0878
C37 -1.2701 3.9216 4.0256  -0.0353
C38 -0.7299 -0.0181 6.3118  -0.0347
N3 -0.3019 0.1506 4.9294  -0.0929
C39 -0.8211 -0.4249 3.8436  -0.1816
N4 -0.1425 -0.0815 2.7588  0.0560
C40 0.8185 0.7307 3.2824  -0.2172
N5 0.7660 0.8935 4.5809  0.1548
H45 -2.0885 1.8761 10.3457  0.0908
H46 -3.1316 2.3037 9.0067  0.0792
H47 -1.5015 2.9880 9.1288  0.0921
H48 -2.4795 -0.5111 9.8692  0.0942
H49 -2.0646 -1.2439 8.3326  0.0803
H50 -3.4587 -0.1562 8.4551  0.0838
H51 -0.1742 0.6943 10.2086  0.0888
H52 0.6166 1.2696 8.7396  0.0937
H53 0.1939 -0.4395 8.9278  0.0805
H54 -0.8770 3.0810 7.1411  0.0955
H55 -3.3132 2.1739 7.0450  0.0970
H56 -3.3479 0.5785 6.3450  0.1193
H57 -3.8695 2.2043 4.6895  0.1214
H58 -2.3144 1.5544 4.2341  0.0803
H59 -3.5854 4.3350 6.4472  0.1181
H60 -2.7207 6.6375 6.3378  0.1081
H61 -0.0041 5.4807 3.2518  0.1086
H62 -0.8452 3.1636 3.3792  0.0957
H63 -1.4365 -0.8463 6.3003  0.1293
H64 0.1519 -0.3174 6.8714  0.1284
H65 -1.6590 -1.0985 3.8991  0.1184
H66 1.5519 1.2265 2.6752  0.0905
C41 1.9574 -5.7311 0.1211  0.0112
N6 0.8813 -4.8699 0.6109  -0.0336
C42 -0.2481 -5.3966 1.1269  -0.0363
C43 -1.2399 -4.6031 1.5780  0.0024
C44 -1.0562 -3.1983 1.4148  -0.3863
N7 0.0069 -2.6594 0.8329  0.1219
C45 1.0589 -3.4802 0.5279  -0.4798
O2 2.1350 -3.0495 0.1671  -0.0089
N8 -1.9882 -2.3687 1.9021  0.1490
H67 1.8715 -6.7023 0.6013  0.0945
H68 2.9130 -5.2809 0.3677  0.0940
H69 1.8908 -5.8457 -0.9603  0.1047
H70 -0.2959 -6.4761 1.1748  0.1398
H71 -2.1274 -5.0103 2.0353  0.1142
H72 -2.8733 -2.7287 2.2106  0.1209
H73 -1.9093 -1.3948 1.6535  0.0033

Cartesian forces (eV/Å) of the 3 atoms listed first:
-0.169 -0.834 -0.778
-0.028 -0.014 -0.005
-0.026 -0.182 0.078

Computed properties:
Maximum force ... 1.153 eV/Å
Relative energy (zero: lowest compared OMol25 entry of this formula, charge and spin) ... 127.0 kJ/mol
Gap between HOMO and LUMO ... 0.283 Eh
HOMO level ... -9.7 eV
Charge ... +1

Question: Among the records above, which one has the highest relative energy (zero: lowest compared OMol25 entry of this formula, charge and spin)?
Answer: C45H73BClN8O2P2Pt

Question: Which of these has the lowest gap between HOMO and LUMO?
Answer: C45H73BClN8O2P2Pt

Question: Among the records above, which one has the lowest HOMO level?
Answer: C45H73BClN8O2P2Pt

Question: The highest charge belongs to which entry?
Answer: C45H73BClN8O2P2Pt